Entry 1:
38
Properties=species:S:1:pos:R:3:forces:R:3:mulliken_spin:R:1 method="wB97M-V/def2-TZVPD" e_lumo_ha="0.17266 / 0.17195" s_squared=3.771 e_homo_ev="-1.023 / -0.435" spin_multiplicity=4 total_energy_ha=-3840.19041 homo_lumo_gap_ev="5.721 / 5.114" total_charge=-2
C -0.643 0.882 -1.796 -1.0 -2.5 -0.8 0.000
C -0.860 -0.487 -2.010 -0.1 3.4 0.5 -0.003
C 0.409 -1.154 -2.011 3.0 1.9 0.1 -0.001
C -2.141 -1.173 -2.244 -0.6 -0.2 0.1 -0.003
C 1.421 -0.197 -1.843 -1.7 -2.4 -0.2 0.007
C 0.791 1.103 -1.688 0.9 1.7 0.5 0.000
C 1.428 2.304 -1.447 -0.7 -2.0 -1.3 -0.001
C -1.648 1.955 -1.761 -0.4 0.4 0.0 0.002
C 0.584 -2.603 -2.203 0.0 -0.5 0.1 -0.004
C 2.872 -0.432 -1.853 0.5 -0.3 0.1 0.000
Mn -0.829 -1.708 2.003 0.8 2.4 1.5 2.760
Cl -1.241 -3.568 1.235 -0.9 -3.9 -1.4 0.121
Cl -2.310 -0.302 1.235 -0.9 1.1 -0.5 0.016
Cl 1.198 -1.086 1.357 1.1 0.6 -0.5 0.026
H -2.963 -0.455 -2.290 0.0 -0.1 0.0 -0.001
H -2.357 -1.887 -1.439 0.0 0.1 0.0 0.002
H -2.112 -1.733 -3.187 0.0 0.0 0.0 0.000
H -0.018 -3.165 -1.471 0.2 0.1 -0.1 0.003
H 1.631 -2.882 -2.076 -0.1 -0.1 0.0 -0.001
H 0.262 -2.910 -3.207 0.0 0.0 0.1 0.000
H 3.179 -1.124 -1.054 -0.1 0.2 -0.1 0.000
H 3.393 0.516 -1.714 0.2 -0.1 0.0 -0.001
H 3.176 -0.860 -2.818 0.2 0.1 0.1 0.000
H 2.508 2.314 -1.261 -0.4 0.2 -0.2 0.000
H 1.178 2.615 0.356 -0.4 0.0 1.2 0.000
H 0.869 3.234 -1.539 0.2 -0.1 0.4 0.000
H -2.594 1.599 -1.343 0.1 0.1 0.1 0.001
H -1.837 2.340 -2.774 -0.1 0.1 0.1 0.000
H -1.282 2.786 -1.150 -0.2 0.0 0.0 -0.001
O 0.940 2.916 1.263 0.1 -0.2 -0.2 -0.001
H 0.704 2.101 1.744 0.1 0.2 -0.3 0.001
F 0.802 -0.791 6.232 -0.3 0.4 0.2 0.005
Te -0.533 0.100 5.220 0.0 -1.3 -2.3 0.042
F -0.542 1.388 6.613 0.1 -0.4 -0.4 0.001
F -1.896 -0.761 6.218 0.2 0.4 0.2 0.005
F -1.812 1.209 4.361 0.4 -0.2 0.7 0.003
F 0.832 1.141 4.402 -0.5 -0.1 0.6 0.004
O -0.560 -1.225 3.940 -0.1 1.1 1.9 0.018

***

Entry 2:
32
Properties=species:S:1:pos:R:3:forces:R:3:mulliken_spin:R:1 method="wB97M-V/def2-TZVPD" e_lumo_ha="0.15806 / 0.16160" s_squared=3.790 e_homo_ev="1.090 / 1.019" relative_energy_ev=3.715 spin_multiplicity=4 total_energy_ha=-2222.30339 homo_lumo_gap_ev="3.212 / 3.379" total_charge=-2
C -0.877 0.872 -0.551 0.0 -0.2 -1.3 -0.060
C -1.049 -0.487 -0.975 -0.9 -0.8 -1.7 0.124
C 0.204 -1.188 -0.787 1.7 2.4 -0.6 0.144
C -2.295 -1.111 -1.591 0.8 0.3 -0.8 -0.058
C 1.136 -0.174 -0.227 -1.3 -0.5 -1.8 -0.057
C 0.440 1.095 -0.171 1.1 -1.6 -0.3 0.047
C 1.126 2.398 -0.059 1.2 1.0 0.9 -0.004
C -1.863 1.935 -0.826 -0.7 2.2 0.8 0.015
C 0.536 -2.572 -1.136 1.0 -0.7 -1.6 -0.066
C 2.620 -0.362 -0.130 -0.3 0.3 0.8 0.016
Re -0.899 -1.239 0.950 3.0 4.6 3.7 2.358
Cl -1.851 -3.067 1.450 -1.8 -3.7 0.5 0.173
Cl -2.540 0.036 1.796 -1.5 0.6 1.1 0.160
Cl 0.860 -1.574 2.446 -0.1 -0.4 0.5 0.158
H -3.185 -0.555 -1.303 0.0 0.0 -0.1 0.002
H -2.417 -2.147 -1.262 -0.1 0.1 -0.1 0.016
H -2.147 -1.125 -2.688 -0.5 0.0 0.2 0.014
H -0.286 -3.239 -0.919 -0.2 -0.4 0.0 0.015
H 1.432 -2.933 -0.591 -0.5 0.2 -0.4 0.001
H 0.707 -2.601 -2.245 0.2 -0.4 0.7 0.015
H 2.858 -1.345 0.280 0.0 0.1 0.1 -0.002
H 3.054 0.416 0.519 -0.1 -0.4 -0.1 -0.001
H 3.087 -0.272 -1.120 -0.3 0.0 0.0 -0.005
H 2.010 2.320 0.646 -1.2 0.2 -0.6 0.001
H 0.448 3.138 0.381 0.3 -0.1 0.1 0.002
H 1.522 2.818 -1.042 -0.6 -0.8 0.8 0.002
H -2.885 1.669 -0.489 0.6 0.0 -0.1 0.001
H -1.924 2.214 -1.908 0.2 -0.5 0.6 -0.004
H -1.579 2.907 -0.275 -0.5 -1.6 -0.7 -0.002
O 0.305 2.314 3.389 0.9 -5.5 -1.4 -0.009
H 0.607 1.043 3.284 -1.4 5.9 0.6 0.004
I 2.846 0.817 5.154 0.6 -0.3 0.3 0.000

***

Copy entry 1 word for word.
38
Properties=species:S:1:pos:R:3:forces:R:3:mulliken_spin:R:1 method="wB97M-V/def2-TZVPD" e_lumo_ha="0.17266 / 0.17195" s_squared=3.771 e_homo_ev="-1.023 / -0.435" spin_multiplicity=4 total_energy_ha=-3840.19041 homo_lumo_gap_ev="5.721 / 5.114" total_charge=-2
C -0.643 0.882 -1.796 -1.0 -2.5 -0.8 0.000
C -0.860 -0.487 -2.010 -0.1 3.4 0.5 -0.003
C 0.409 -1.154 -2.011 3.0 1.9 0.1 -0.001
C -2.141 -1.173 -2.244 -0.6 -0.2 0.1 -0.003
C 1.421 -0.197 -1.843 -1.7 -2.4 -0.2 0.007
C 0.791 1.103 -1.688 0.9 1.7 0.5 0.000
C 1.428 2.304 -1.447 -0.7 -2.0 -1.3 -0.001
C -1.648 1.955 -1.761 -0.4 0.4 0.0 0.002
C 0.584 -2.603 -2.203 0.0 -0.5 0.1 -0.004
C 2.872 -0.432 -1.853 0.5 -0.3 0.1 0.000
Mn -0.829 -1.708 2.003 0.8 2.4 1.5 2.760
Cl -1.241 -3.568 1.235 -0.9 -3.9 -1.4 0.121
Cl -2.310 -0.302 1.235 -0.9 1.1 -0.5 0.016
Cl 1.198 -1.086 1.357 1.1 0.6 -0.5 0.026
H -2.963 -0.455 -2.290 0.0 -0.1 0.0 -0.001
H -2.357 -1.887 -1.439 0.0 0.1 0.0 0.002
H -2.112 -1.733 -3.187 0.0 0.0 0.0 0.000
H -0.018 -3.165 -1.471 0.2 0.1 -0.1 0.003
H 1.631 -2.882 -2.076 -0.1 -0.1 0.0 -0.001
H 0.262 -2.910 -3.207 0.0 0.0 0.1 0.000
H 3.179 -1.124 -1.054 -0.1 0.2 -0.1 0.000
H 3.393 0.516 -1.714 0.2 -0.1 0.0 -0.001
H 3.176 -0.860 -2.818 0.2 0.1 0.1 0.000
H 2.508 2.314 -1.261 -0.4 0.2 -0.2 0.000
H 1.178 2.615 0.356 -0.4 0.0 1.2 0.000
H 0.869 3.234 -1.539 0.2 -0.1 0.4 0.000
H -2.594 1.599 -1.343 0.1 0.1 0.1 0.001
H -1.837 2.340 -2.774 -0.1 0.1 0.1 0.000
H -1.282 2.786 -1.150 -0.2 0.0 0.0 -0.001
O 0.940 2.916 1.263 0.1 -0.2 -0.2 -0.001
H 0.704 2.101 1.744 0.1 0.2 -0.3 0.001
F 0.802 -0.791 6.232 -0.3 0.4 0.2 0.005
Te -0.533 0.100 5.220 0.0 -1.3 -2.3 0.042
F -0.542 1.388 6.613 0.1 -0.4 -0.4 0.001
F -1.896 -0.761 6.218 0.2 0.4 0.2 0.005
F -1.812 1.209 4.361 0.4 -0.2 0.7 0.003
F 0.832 1.141 4.402 -0.5 -0.1 0.6 0.004
O -0.560 -1.225 3.940 -0.1 1.1 1.9 0.018